DFT (wB97M-V/def2-TZVPD) results for the ion C5H13N2 with charge +1 in a non-equilibrium geometry.

Geometry (Å):
C: 2.36277 -0.69425 -0.94910
C: 1.25722 -0.78775 0.18753
C: 0.31221 0.44096 -0.04376
C: -0.75566 0.62255 0.91511
C: -2.19588 0.63641 0.42707
N: -2.49722 1.88344 -0.28082
N: 0.60747 -2.11181 0.13577
H: 2.33077 -1.65727 -1.44180
H: 3.33770 -0.52122 -0.37043
H: 2.25496 0.15259 -1.60198
H: 1.76327 -0.40285 1.02988
H: 1.07550 1.25426 -0.20540
H: -0.18284 0.19582 -1.03282
H: 1.22074 -2.62291 0.74839
H: -0.68202 0.45714 1.98871
H: -2.90604 0.49581 1.22511
H: -2.46199 -0.15270 -0.26492
H: -2.81436 1.99300 -1.22897
H: -1.88698 2.72602 -0.09899
H: -0.13959 -1.90723 0.86142

Its maximum force is 3.917 eV/A. The net charge is +1. For the frontier orbital gap, the calculation gives 0.251 Ha. The value obtained for the LUMO energy is -0.2694 Eh. The total energy comes out at -307.4173 Ha.

=====

DFT (wB97M-V/def2-TZVPD) results for a cluster of 2 separate species, C2H5F in total in a non-equilibrium geometry.

Geometry (Å):
C: 0.56304 0.63105 -0.06188
C: -0.58849 -0.14217 -0.37833
F: -1.74081 -0.01922 0.22276
H: 0.44428 1.71838 0.19134
H: 0.86274 0.46419 0.92810
H: 1.44927 0.63563 -0.65112
H: -0.28546 -2.31452 0.84950
H: -0.70456 -0.97334 -1.10037

Its maximum force is 3.980 eV/A. For the frontier orbital gap (alpha / beta), the calculation gives 0.406 / 0.262 Ha. The value obtained for the LUMO energy (alpha / beta) is 0.0306 / -0.0161 Eh. The total energy comes out at -178.8725 Ha.

=====

DFT (wB97M-V/def2-TZVPD) results for a cluster of 6 separate species, C31H66N6O8 in total in a non-equilibrium geometry.

Geometry (Å):
C: -2.49833 -4.63513 0.00562
C: -2.20904 -3.73530 -1.19843
C: -3.41613 -3.24528 -2.02907
C: -4.77398 -3.88313 -1.74392
C: -5.71075 -2.99360 -0.91805
C: -5.07984 -2.39452 0.33182
C: -5.60128 -0.99867 0.62261
C: -4.81578 -0.30600 1.74394
C: -4.04559 0.91411 1.27336
C: -3.31405 0.63430 -0.04749
C: -1.92337 1.25956 -0.14621
C: -0.94130 0.28664 -0.79640
N: -0.76481 0.70459 -2.22898
C: -1.06012 -0.18354 -3.03375
O: -1.37364 -1.02678 -3.84002
O: 0.34353 0.29149 -0.25677
C: 0.39280 0.04372 1.13230
C: -0.46547 -1.10506 1.61015
O: 0.08024 -1.61169 2.78736
C: -0.76493 -2.56309 3.39115
H: -3.44981 -4.45853 0.47567
H: -2.45799 -5.66880 -0.30329
H: -1.72338 -4.52021 0.74924
H: -1.48133 -4.24061 -1.81014
H: -1.69078 -2.85731 -0.82692
H: -3.50786 -2.17373 -1.90522
H: -3.18041 -3.40302 -3.07099
H: -4.71383 -4.88315 -1.34357
H: -5.27270 -3.99375 -2.69732
H: -6.56154 -3.60015 -0.64412
H: -6.02725 -2.19158 -1.56604
H: -5.33654 -3.00549 1.18922
H: -3.99834 -2.35898 0.28732
H: -6.62472 -1.11721 0.95359
H: -5.65442 -0.40796 -0.28112
H: -5.51009 0.00178 2.51241
H: -4.12986 -1.02368 2.16742
H: -4.67212 1.78626 1.18191
H: -3.28296 1.12059 2.01094
H: -3.24629 -0.44409 -0.13297
H: -3.90294 0.95918 -0.88936
H: -1.59129 1.64040 0.80707
H: -1.99769 2.11023 -0.80040
H: -1.37583 -0.70700 -0.82082
H: 0.12949 0.93428 1.68915
H: 1.42074 -0.16845 1.37764
H: -0.57022 -1.87340 0.84516
H: -1.47375 -0.73306 1.80368
H: -0.89851 -3.45123 2.78764
H: -1.74337 -2.14182 3.61592
H: -0.30388 -2.82569 4.32300
C: 1.88617 5.38050 -3.49355
N: 0.72645 4.63872 -3.94983
C: 0.67378 3.20275 -3.72029
C: -0.30518 5.23093 -4.57137
O: -1.30296 4.65727 -4.96481
H: 2.78663 5.00271 -3.98247
H: 1.98743 5.26288 -2.41298
H: 1.77393 6.43745 -3.72830
H: 0.59019 2.68012 -4.67488
H: -0.19610 2.95598 -3.11988
H: 1.57285 2.87873 -3.20370
H: -0.16738 6.32030 -4.69363
C: 1.81875 -1.97750 -1.96708
N: 3.06350 -2.43957 -2.55063
C: 3.10043 -3.72130 -3.23483
C: 4.19384 -1.71632 -2.47783
O: 5.26479 -2.05300 -2.94276
H: 1.47482 -2.69020 -1.21216
H: 1.05814 -1.88898 -2.74389
H: 1.95796 -1.00874 -1.49733
H: 3.82174 -4.38200 -2.75311
H: 3.40728 -3.58317 -4.27180
H: 2.11427 -4.17662 -3.20557
H: 4.05930 -0.76064 -1.94011
C: 4.21316 0.28623 0.38489
N: 4.20857 0.95851 1.67067
C: 3.23281 2.00864 1.92079
C: 5.08141 0.64350 2.64416
O: 5.12694 1.16807 3.73888
H: 4.39023 1.00668 -0.41565
H: 3.25216 -0.20314 0.21187
H: 4.99837 -0.46612 0.35880
H: 3.74218 2.94448 2.14997
H: 2.60966 1.74285 2.77541
H: 2.60725 2.14226 1.04197
H: 5.77566 -0.16431 2.35206
C: 4.87457 -2.64768 4.10958
N: 3.87335 -3.69580 4.13268
C: 4.22969 -5.02424 4.60184
C: 2.61526 -3.46441 3.72421
O: 1.72425 -4.29174 3.68551
H: 5.70689 -2.94169 3.46555
H: 5.25132 -2.46048 5.11621
H: 4.43597 -1.73286 3.72213
H: 4.05892 -5.75758 3.81331
H: 3.61185 -5.29658 5.45778
H: 5.27689 -5.03924 4.89093
H: 2.44995 -2.42087 3.40524
C: -0.08720 8.62091 -0.10912
N: 0.14596 7.19289 -0.01690
C: -0.99116 6.28546 -0.00186
C: 1.38126 6.67154 0.05386
O: 1.63000 5.48338 0.12983
H: -0.68159 8.96010 0.74120
H: -0.62353 8.85499 -1.03065
H: 0.86054 9.15415 -0.10941
H: -0.98833 5.69943 0.91754
H: -0.93048 5.59617 -0.84513
H: -1.91317 6.85623 -0.06629
H: 2.17796 7.43497 0.03112

Its maximum force is 4.079 eV/A. For the frontier orbital gap, the calculation gives 0.353 Ha. The value obtained for the LUMO energy is 0.0163 Eh. The total energy comes out at -2151.1857 Ha. As for the SMILES: CCCCCCCCCCC[C@@H](N=C=O)OCCOC.CN(C)C=O.CN(C)C=O.CN(C)C=O.CN(C)C=O.CN(C)C=O.

=====

DFT (wB97M-V/def2-TZVPD) results for the ion C8H12N4O2 with charge +2 in a non-equilibrium geometry.

Geometry (Å):
C: -1.38248 0.70556 2.28165
N: -0.94319 0.12431 1.05910
C: 0.24784 0.44714 0.55146
N: 1.16561 0.83960 1.44120
C: 2.27106 1.38081 1.06859
C: 2.53425 1.77638 -0.17409
C: 1.66814 1.29518 -1.26358
C: 0.54499 0.38914 -0.99350
O: 0.92137 -0.88966 -1.50848
C: 0.18575 -1.89827 -0.86824
C: -1.28104 -1.52197 -0.61577
N: -2.24289 -2.10977 -1.24506
N: -1.75099 -0.71595 0.41794
O: -2.93327 -0.79305 0.74377
H: -1.07749 1.66009 2.30877
H: -2.48765 0.62494 2.30539
H: -0.78277 0.22976 3.04066
H: 2.93736 1.56990 1.90505
H: 3.46705 2.45100 -0.47191
H: 1.34511 2.15072 -1.93653
H: 2.38781 0.78044 -1.90466
H: -0.33059 0.85450 -1.54388
H: 0.64041 -2.19145 0.04980
H: 0.11062 -2.64287 -1.61163
H: -2.06296 -2.33804 -2.20838
H: -3.15205 -2.17844 -0.82769

Its maximum force is 4.617 eV/A. The net charge is +2. For the frontier orbital gap (alpha / beta), the calculation gives 0.248 / 0.255 Ha. The value obtained for the LUMO energy (alpha / beta) is -0.3879 / -0.3916 Eh. The total energy comes out at -680.6822 Ha. As for the SMILES: CN1C2=NC=CC[C@H]2OCC(=[NH2+])[N+]1=O.

=====

DFT (wB97M-V/def2-TZVPD) results for a structure of composition C15H16BClN4O2S2Ta.

Geometry (Å):
Ta: 0.34297 -0.17034 0.71677
C: -4.27290 0.02839 -1.69520
N: -2.91784 0.39105 -2.13648
C: -2.64931 1.16130 -3.24494
C: -1.30046 1.24441 -3.35904
N: -0.73941 0.51110 -2.33612
B: 0.78552 0.38705 -2.10216
N: 1.35234 -1.01699 -2.28711
C: 1.40350 -1.65360 -3.51705
C: 2.09244 -2.80579 -3.35520
N: 2.45882 -2.87921 -2.03304
C: 3.25302 -3.95819 -1.42831
C: 2.00767 -1.78240 -1.41463
S: 2.30985 -1.49046 0.28653
C: -1.75614 0.00610 -1.60705
S: -1.64581 -1.03400 -0.17481
H: -4.90722 0.90688 -1.77472
H: -4.24692 -0.30000 -0.66034
H: -4.65643 -0.76791 -2.32941
H: -3.43836 1.57443 -3.85071
H: -0.69183 1.76665 -4.07755
H: 1.37727 1.23789 -2.67656
H: 1.02386 0.72988 -0.87837
H: 0.96401 -1.22493 -4.40098
H: 2.35966 -3.57340 -4.06165
H: 3.30696 -4.77708 -2.13899
H: 2.76741 -4.30963 -0.52105
H: 4.25734 -3.59975 -1.21204
Cl: -0.18523 3.27186 7.19596
C: -0.04317 2.71485 5.59518
C: 0.05747 3.63741 4.53692
C: 0.16715 3.24262 3.20313
C: 0.19007 1.90779 2.89816
O: 0.28131 1.49319 1.61021
C: 0.10280 0.93558 3.94829
C: 0.12488 -0.41904 3.70631
O: 0.28465 -0.91975 2.49547
C: -0.02323 1.37559 5.30226
H: 0.04695 4.69554 4.77175
H: 0.23743 3.98599 2.42047
H: 0.01687 -1.16077 4.49413
H: -0.09796 0.63770 6.09197

Its maximum force is 0.804 eV/A. The net charge is +3. For the frontier orbital gap, the calculation gives 0.208 Ha. The value obtained for the LUMO energy is -0.4477 Eh. The total energy comes out at -2288.2765 Ha.

=====

What is the formula in the third record?
C31H66N6O8